Density functional theory data (the ωB97M-V functional and the def2-TZVPD basis) for an isolated molecule of C3H4N2O.

Summary:
Charge: 0
SMILES: Nc1ccno1
Multiplicity: 1
Energy relative to the best compared isomer or geometry (same formula, charge and spin) in kcal per mole: 45.0

```
10
C3H4N2O | OMol25 | the ωB97M-V functional and the def2-TZVPD basis
N 1.5664 -1.1550 0.0581
N -0.6197 1.5738 0.7228
C 0.0512 0.4754 0.1973
H -1.2609 1.3190 1.4638
H 0.5282 -2.3824 -1.2490
C 0.5514 -1.4380 -0.7182
C -0.4254 -0.4149 -0.7058
O 1.2569 0.0584 0.6503
H -0.0867 2.3959 0.9592
H -1.3216 -0.2865 -1.2882
```


Density functional theory data (the ωB97M-V functional and the def2-TZVPD basis) for a structure of composition C3H4N2O.

Summary:
Charge: 0
Multiplicity: 1
Energy relative to the best compared isomer or geometry (same formula, charge and spin) in kcal per mole: 69.0

```
10
C3H4N2O | OMol25 | the ωB97M-V functional and the def2-TZVPD basis
N 0.6597 -0.9059 0.3936
H -2.1208 -0.9112 0.8709
C -0.5872 -0.3538 -0.1064
H 0.2184 -1.0566 -0.7945
N 0.9232 1.3038 -0.1106
H -1.0701 1.7318 -0.7251
O -1.7612 -1.0370 -0.0176
C 1.4796 0.1576 0.3045
C -0.3546 1.0044 -0.3619
H 2.5385 0.0666 0.5145
```


Density functional theory data (the ωB97M-V functional and the def2-TZVPD basis) for an isolated molecule of C3H4N2O.

Summary:
Charge: 0
SMILES: O=C1C=NCN1
Multiplicity: 1
Energy relative to the best compared isomer or geometry (same formula, charge and spin) in kcal per mole: 28.0

```
10
C3H4N2O | OMol25 | the ωB97M-V functional and the def2-TZVPD basis
C 0.8867 -0.1353 0.6416
H -1.0811 2.0839 -0.6623
C -0.5053 1.2132 -0.3602
C -0.8329 -0.2242 -0.6775
N 0.4077 -0.8448 -0.5468
N 0.4824 1.2621 0.4415
H 0.3325 -1.8504 -0.4541
H 0.2773 -0.4990 1.4838
H 1.9474 -0.2489 0.8523
O -1.9146 -0.7566 -0.7181
```


Density functional theory data (the ωB97M-V functional and the def2-TZVPD basis) for an isolated molecule of C3H4N2O.

Summary:
Charge: 0
SMILES: Cc1cnno1
Multiplicity: 1
Energy relative to the best compared isomer or geometry (same formula, charge and spin) in kcal per mole: 108.2

```
10
C3H4N2O | OMol25 | the ωB97M-V functional and the def2-TZVPD basis
N 1.6027 -0.3808 0.9445
H -1.9737 0.2499 -0.3824
C 0.7570 0.9189 -0.5633
O 0.8779 -1.1523 0.0866
C -1.2124 -0.4283 -0.0021
H 0.5728 1.8725 -1.0421
H -0.7411 -0.1562 0.9764
H -1.5807 -1.4442 0.1289
C 0.1355 -0.3036 -0.6807
N 1.5621 0.8241 0.5341
```


Density functional theory data (the ωB97M-V functional and the def2-TZVPD basis) for an isolated molecule of C3H4N2O.

Summary:
Charge: 0
Multiplicity: 1
Energy relative to the best compared isomer or geometry (same formula, charge and spin) in kcal per mole: 73.6

```
10
C3H4N2O | OMol25 | the ωB97M-V functional and the def2-TZVPD basis
O -0.6393 1.9123 -1.0380
N 0.9463 0.6276 0.0852
C -0.2844 0.7781 -0.4339
H -2.0350 -0.1669 -0.6757
C 0.0791 -1.4072 0.7790
H 1.9167 -0.9647 1.1660
N -1.1012 -0.2376 -0.3174
H -0.0344 -2.4461 0.7888
C 1.0127 -0.5811 0.6276
H 0.1395 2.4855 -0.9818
```


Density functional theory data (the ωB97M-V functional and the def2-TZVPD basis) for an isolated molecule of C3H4N2O.

Summary:
Charge: 0
SMILES: On1cccn1
Multiplicity: 1
Energy relative to the best compared isomer or geometry (same formula, charge and spin) in kcal per mole: 119.3

```
10
C3H4N2O | OMol25 | the ωB97M-V functional and the def2-TZVPD basis
N -0.0634 0.7714 -0.5610
N 0.2557 1.0115 0.7633
H 0.2349 -0.1246 2.5396
O 0.6384 1.6453 -1.5255
H 0.7185 2.3729 -1.0252
H -0.3026 -2.4025 0.5520
C -0.2759 -0.6876 -0.8540
C -0.5005 -1.1720 0.5164
H -0.6855 -1.2344 -1.7962
C -0.0197 -0.1800 1.3906
```


Density functional theory data (the ωB97M-V functional and the def2-TZVPD basis) for an isolated molecule of C3H4N2O.

Summary:
Charge: 0
SMILES: [H]/N=C/OCC#N
Multiplicity: 1
Energy relative to the best compared isomer or geometry (same formula, charge and spin) in kcal per mole: 33.2

```
10
C3H4N2O | OMol25 | the ωB97M-V functional and the def2-TZVPD basis
H 1.9129 -0.9349 1.0257
C -0.8237 0.7160 0.3146
O 0.1704 0.0361 1.0640
N -2.4990 -0.9343 -0.8611
C 1.2215 -0.4238 0.3519
C -1.7427 -0.2212 -0.3553
N 1.3278 -0.2513 -0.8924
H 2.1880 -0.6615 -1.2444
H -1.3877 1.3107 1.0353
H -0.3676 1.3642 -0.4384
```


Density functional theory data (the ωB97M-V functional and the def2-TZVPD basis) for an isolated molecule of C3H4N2O.

Summary:
Charge: 0
SMILES: O=C1CNC=N1
Multiplicity: 1
Energy relative to the best compared isomer or geometry (same formula, charge and spin) in kcal per mole: 14.5

```
10
C3H4N2O | OMol25 | the ωB97M-V functional and the def2-TZVPD basis
H -1.5699 -0.9002 0.2279
H -0.6414 1.0258 1.6282
C 0.2801 -0.6755 -1.0059
C 1.0928 0.3707 0.6763
N -0.2337 0.6619 0.7806
O 0.1644 -1.1223 -2.1188
H 1.7967 0.7866 1.3953
N 1.4683 -0.3754 -0.3128
C -0.9170 -0.1409 -0.2160
H -1.4522 0.3722 -1.0172
```


Density functional theory data (the ωB97M-V functional and the def2-TZVPD basis) for a cluster of 2 separate species, C3H4N2O in total.

Summary:
Charge: 0
Multiplicity: 1
Energy relative to the best compared isomer or geometry (same formula, charge and spin) in kcal per mole: 94.1

```
10
C3H4N2O | OMol25 | the ωB97M-V functional and the def2-TZVPD basis
H 1.7974 2.0534 -0.4123
C -2.5811 -0.7006 0.0715
H -0.5900 -1.0251 0.5637
O 1.3345 0.1703 0.2283
N -2.4572 1.8998 -0.1583
H -0.0756 1.5946 -0.4460
C 1.0928 1.2674 -0.1473
N -1.5573 -1.4206 0.4729
H -1.6145 -2.4923 0.5234
C -2.4338 0.7281 -0.1961
```


Density functional theory data (the ωB97M-V functional and the def2-TZVPD basis) for an isolated molecule of C3H4N2O.

Summary:
Charge: 0
Multiplicity: 1
Energy relative to the best compared isomer or geometry (same formula, charge and spin) in kcal per mole: 115.9

```
10
C3H4N2O | OMol25 | the ωB97M-V functional and the def2-TZVPD basis
H -2.1383 0.8771 0.0827
C 0.9623 -0.1443 -0.6125
H -2.2445 -1.3729 0.4652
N -1.3255 -1.0587 0.1236
H 2.7438 0.2051 -0.0227
C -1.2742 0.2201 -0.0870
C -0.0583 0.7787 -0.5109
H 0.1036 1.8219 -0.7101
N 0.9209 -1.4339 -0.4494
O 2.2975 0.1257 -0.8811
```


> Which of these has the lowest energy relative to the best compared isomer or geometry (same formula, charge and spin)?

number 8